1.
{
  "formula": "C20H55InN4Na3O10S",
  "method": "ωB97M-V/def2-TZVPD",
  "elements": ["In", "Na", "Na", "Na", "C", "C", "O", "H", "H", "H", "H", "H", "S", "O", "O", "O", "O", "C", "C", "C", "O", "C", "N", "H", "H", "H", "H", "H", "H", "H", "H", "H", "H", "H", "C", "C", "C", "O", "C", "N", "H", "H", "H", "H", "H", "H", "H", "H", "H", "H", "H", "C", "C", "C", "O", "C", "N", "H", "H", "H", "H", "H", "H", "H", "H", "H", "H", "H", "C", "C", "C", "O", "C", "N", "H", "H", "H", "H", "H", "H", "H", "H", "H", "H", "H", "C", "C", "O", "H", "H", "H", "H", "H", "H"],
  "positions_angstrom": [[-6.59044, -28.41104, -18.97017], [-4.21190, -31.16671, -24.69611], [-8.43342, -34.56191, -17.08854], [-10.28453, -33.49799, -21.46029], [-4.33756, -27.05957, -26.05109], [-4.17737, -26.70079, -24.59412], [-4.16694, -27.67974, -23.57776], [-3.50802, -27.66399, -26.41804], [-4.19379, -26.21987, -26.73103], [-5.21346, -27.65834, -26.30084], [-4.97893, -26.00985, -24.33298], [-3.18287, -26.26291, -24.50861], [-5.78741, -33.03075, -21.09394], [-5.06724, -32.39317, -19.99823], [-6.44109, -31.87868, -21.68637], [-4.92047, -33.64057, -22.05342], [-6.79429, -33.90041, -20.51807], [-2.07445, -37.94599, -18.65461], [-3.56320, -38.30105, -18.60230], [-4.39741, -37.36997, -17.76399], [-5.85162, -37.69318, -17.83185], [-6.24217, -39.00765, -17.41228], [-3.98277, -38.16358, -20.06752], [-1.67967, -37.84060, -17.64410], [-2.00428, -36.93908, -19.06606], [-1.49956, -38.63966, -19.26816], [-3.57409, -39.33981, -18.27223], [-4.37830, -36.32699, -18.08006], [-4.11038, -37.45141, -16.71561], [-5.88439, -39.87805, -17.96230], [-7.30533, -39.03575, -17.17355], [-5.72924, -39.14521, -16.46040], [-3.69014, -37.24105, -20.35636], [-4.97945, -38.19134, -20.22859], [-11.17779, -39.75500, -21.92644], [-9.78595, -39.07643, -22.13875], [-9.27464, -39.04462, -23.61029], [-9.74857, -39.98338, -24.58181], [-9.49532, -39.64991, -25.92334], [-9.96562, -37.76134, -21.57548], [-11.32860, -40.79837, -22.20346], [-12.00902, -39.31689, -22.47890], [-11.64344, -39.80716, -20.94228], [-9.17906, -39.65992, -21.44642], [-8.22780, -38.74123, -23.59657], [-9.87318, -38.18884, -23.92251], [-8.71187, -38.92601, -26.14757], [-10.38368, -39.09330, -26.22180], [-9.32991, -40.52768, -26.54805], [-10.31715, -37.68616, -20.63162], [-9.01377, -37.51544, -21.34397], [-4.12879, -32.83468, -14.98942], [-3.08763, -31.64186, -14.82564], [-1.84529, -31.86985, -15.71109], [-1.29688, -33.09356, -15.34217], [-0.13350, -33.33119, -16.05623], [-3.83770, -30.39035, -15.16097], [-4.65852, -32.83143, -15.94204], [-5.00001, -32.64200, -14.36335], [-3.52142, -33.72224, -14.81212], [-2.84338, -31.53145, -13.76911], [-1.15555, -31.02587, -15.70492], [-2.24388, -31.99366, -16.71801], [0.29832, -34.22505, -15.60606], [0.74456, -32.70399, -15.90220], [-0.33644, -33.64747, -17.07941], [-3.14236, -29.66686, -15.04633], [-4.51529, -30.32755, -14.41462], [-10.68935, -33.91900, -27.45314], [-9.17493, -33.64252, -27.03478], [-8.33437, -32.92782, -28.11085], [-6.97932, -32.59379, -27.76019], [-6.06981, -32.65747, -28.79015], [-9.26574, -32.74766, -25.83464], [-10.55329, -34.64908, -28.25100], [-11.16752, -33.01718, -27.83546], [-11.17168, -34.39087, -26.59711], [-8.56186, -34.50731, -26.78105], [-8.85735, -32.03068, -28.44208], [-8.35413, -33.66711, -28.91158], [-6.61889, -32.59590, -29.72973], [-5.47131, -33.56217, -28.68329], [-5.31467, -31.87171, -28.76896], [-9.89755, -31.97730, -26.00035], [-8.43326, -32.19722, -25.67943], [-1.43227, -38.11763, -25.24108], [-2.65258, -37.33629, -25.78410], [-2.54781, -35.96919, -25.43656], [-0.59684, -37.42498, -25.13908], [-1.18304, -38.93311, -25.92002], [-1.42463, -38.59208, -24.25979], [-3.65167, -37.69086, -25.53069], [-2.89099, -37.58865, -26.81734], [-3.01765, -35.80647, -24.61536]],
  "forces_ev_per_angstrom": [[0.31, -0.05, 0.04], [-0.03, -0.18, 0.21], [0.54, -0.35, 0.05], [0.31, -0.28, -0.59], [1.03, -1.25, -0.65], [-1.14, -2.15, 0.77], [-0.06, 0.82, -2.08], [0.33, -0.45, 0.33], [-0.70, 0.44, 0.39], [-0.38, 0.42, 0.16], [0.26, 0.91, 0.53], [0.56, 0.94, 0.54], [-0.21, -1.13, 0.94], [1.31, 0.96, 1.32], [-1.41, 2.64, -1.57], [0.84, -0.67, -0.96], [-1.29, -1.12, 0.28], [-0.50, 0.91, 0.78], [0.38, 0.52, -2.74], [-1.67, -1.08, 0.76], [0.37, 0.16, -0.79], [1.36, 0.48, 1.64], [0.32, -0.62, 1.15], [0.27, -0.39, 0.02], [0.25, 0.08, -0.29], [-0.16, 0.04, 0.21], [-0.72, -0.02, -0.07], [0.32, -0.12, -0.16], [0.09, 0.12, 0.25], [-0.33, 0.36, -0.89], [0.02, 0.08, -0.55], [-0.13, -0.25, 0.51], [0.16, 0.14, -0.16], [-0.22, -0.21, 0.36], [-1.34, -0.82, -1.08], [-2.75, -3.68, 1.24], [-2.34, 1.97, -0.27], [1.68, -1.41, 2.03], [-0.80, 1.07, -0.39], [1.81, 2.36, -0.15], [1.00, -0.18, -0.44], [0.32, 0.67, -0.51], [0.98, 0.64, 0.74], [0.76, -0.13, -0.40], [0.32, -0.63, -0.50], [0.52, 1.09, -0.09], [0.66, -0.17, 0.65], [-0.32, -0.23, -0.68], [-0.20, -0.06, 0.34], [-0.93, -1.19, -0.02], [0.65, 0.88, -0.39], [1.07, 1.42, 0.19], [-1.82, -0.38, -0.58], [-2.17, 0.06, 0.13], [0.36, 0.87, 0.63], [1.41, -2.58, 0.42], [0.85, -0.80, -0.62], [0.88, -0.03, -0.75], [0.42, -0.44, 1.00], [-0.85, -0.36, 0.14], [0.51, -0.65, 0.05], [0.27, 0.00, 0.27], [0.05, 0.37, -0.54], [-0.24, -0.48, 0.02], [-0.58, 1.17, -0.37], [0.08, 0.68, -0.37], [-0.29, 0.66, 0.18], [-0.06, 0.55, 0.10], [3.04, -0.71, -0.19], [-0.18, 2.55, 0.87], [-0.60, -0.73, -0.68], [-1.81, 0.14, 2.20], [0.74, -0.47, -1.07], [0.06, -0.01, 0.73], [-0.78, -0.05, -0.16], [-0.04, -0.10, 0.23], [-0.22, 0.25, -0.21], [-0.62, -0.40, 0.31], [0.00, 0.19, -0.11], [0.39, 0.21, -0.56], [0.52, -0.19, -0.32], [-0.18, -0.42, -0.50], [-0.34, 0.55, 0.22], [-0.77, -0.23, -0.43], [0.82, -0.53, -0.10], [-0.06, -0.22, -0.37], [-0.59, -1.36, 0.99], [-0.13, 0.76, -0.74], [0.06, 0.06, -0.61], [0.23, 0.16, -0.14], [-1.00, 0.17, 0.22], [-0.03, -0.37, 1.56], [1.44, 1.16, -0.86], [0.01, -0.30, 0.00]],
  "lowdin_charge": [0.99, 0.87, 0.92, 0.89, -0.08, -0.32, -0.03, 0.08, 0.10, 0.08, 0.14, 0.16, 0.13, -0.22, -0.27, -0.27, -0.37, -0.06, -0.40, -0.16, -0.25, -0.11, 0.05, 0.08, 0.07, 0.09, 0.14, 0.12, 0.12, 0.09, 0.08, 0.08, 0.05, 0.05, -0.07, -0.41, -0.16, -0.18, -0.11, 0.00, 0.08, 0.08, 0.07, 0.13, 0.12, 0.11, 0.08, 0.09, 0.10, 0.06, 0.06, -0.05, -0.38, -0.22, -0.17, -0.13, 0.01, 0.05, 0.06, 0.08, 0.14, 0.13, 0.12, 0.09, 0.10, 0.09, 0.06, 0.06, -0.03, -0.38, -0.20, -0.20, -0.13, 0.00, 0.08, 0.08, 0.07, 0.13, 0.13, 0.13, 0.10, 0.09, 0.08, 0.06, 0.04, -0.07, -0.32, -0.09, 0.07, 0.07, 0.06, 0.10, 0.11, 0.07],
  "total_charge": 3,
  "gap_ev": 1.739,
  "e_lumo_ha": -0.452,
  "homo_energy_ha": -0.5162
}



2.
{
  "formula": "C3HN",
  "method": "ωB97M-V/def2-TZVPD",
  "elements": ["C", "C", "C", "H", "N"],
  "positions_angstrom": [[1.88879, 0.04733, -0.03669], [0.64900, -0.22329, 0.02068], [-0.77732, 0.00182, 0.01266], [2.91273, 0.48638, 0.08948], [-1.92508, 0.07978, -0.00991]],
  "forces_ev_per_angstrom": [[-4.65, -0.31, 0.77], [3.90, 2.45, -0.36], [2.12, -1.19, -0.09], [-1.49, -1.15, -0.36], [0.13, 0.20, 0.04]],
  "lowdin_charge": [0.13, -0.09, -0.25, 0.07, 0.15],
  "gap_ev": 11.061,
  "e_lumo_ha": -0.001,
  "e_above_lowest_kcal_mol": 12.1,
  "homo_energy_ha": -0.4076
}



3.
{
  "formula": "CH3NS6SbSn",
  "method": "ωB97M-V/def2-TZVPD",
  "elements": ["Sn", "S", "Sb", "S", "S", "S", "C", "S", "S", "N", "H", "H", "H"],
  "positions_angstrom": [[-0.08316, 0.56842, 0.34634], [-5.11490, 0.81801, 0.15644], [-3.13636, 1.71967, 1.17742], [-1.64428, 1.85989, -1.05163], [-1.88274, -0.24370, 1.82034], [3.71941, -1.54799, 1.95131], [2.32376, -0.80027, 1.49465], [0.90979, -1.81892, 1.17147], [2.15463, 0.94170, 1.21750], [0.60369, -0.28875, -1.83429], [1.02881, 0.46134, -2.39223], [-0.19854, -0.71084, -2.32589], [1.31988, -0.95855, -1.73143]],
  "forces_ev_per_angstrom": [[-0.11, -1.77, -0.30], [0.47, 0.10, 0.30], [0.14, -0.17, -1.34], [0.07, -0.27, 1.94], [-0.21, 0.80, -0.18], [-0.35, 1.01, -0.03], [-0.01, -1.74, -0.17], [0.15, 1.73, -0.56], [-0.19, 0.18, -0.08], [-0.77, 1.15, -0.23], [-0.62, -0.21, 0.06], [0.58, 0.43, 0.23], [0.86, -1.25, 0.37]],
  "lowdin_spin": [0.00, 0.87, 0.04, 0.02, 0.05, 0.00, 0.00, 0.01, 0.00, 0.00, 0.00, 0.00, 0.00],
  "s_squared": 0.76,
  "spin_multiplicity": 2,
  "gap_ev": [6.549, 4.972],
  "e_lumo_ha": [-0.055, -0.113],
  "e_above_lowest_kcal_mol": 0.0,
  "homo_energy_ha": [-0.2952, -0.2952]
}



4.
{
  "formula": "C46H42BrCdF3N4O2S3Sb",
  "method": "ωB97M-V/def2-TZVPD",
  "elements": ["Cd", "C", "C", "S", "C", "C", "S", "C", "C", "S", "H", "H", "H", "H", "H", "H", "H", "H", "H", "H", "H", "H", "O", "C", "C", "C", "C", "C", "C", "C", "O", "N", "N", "C", "C", "Br", "C", "C", "C", "C", "C", "C", "C", "H", "H", "H", "H", "H", "H", "H", "H", "H", "H", "H", "H", "H", "H", "N", "C", "C", "C", "C", "C", "N", "C", "H", "H", "H", "H", "F", "C", "C", "C", "C", "C", "C", "Sb", "C", "C", "C", "C", "F", "C", "C", "C", "C", "C", "C", "F", "C", "C", "H", "H", "H", "H", "H", "H", "H", "H", "H", "H", "H", "H"],
  "positions_angstrom": [[0.52096, -0.13327, -0.13451], [-3.44032, -0.70619, 1.28807], [-2.60941, -1.93688, 1.67697], [-1.27227, -2.42739, 0.56803], [-2.14077, -3.14917, -0.84439], [-3.03140, -2.25260, -1.70807], [-2.31666, -0.64965, -2.19221], [-3.68498, 0.48757, -1.82689], [-3.56145, 1.35798, -0.55568], [-2.49383, 0.76197, 0.76798], [-4.02740, -0.40137, 2.15397], [-4.12725, -0.94523, 0.48010], [-3.27140, -2.79658, 1.78401], [-2.10850, -1.77133, 2.62999], [-2.74735, -3.96678, -0.45057], [-1.34183, -3.59153, -1.43797], [-3.97090, -2.05093, -1.20278], [-3.25761, -2.78358, -2.63136], [-4.58985, -0.11489, -1.80644], [-3.75390, 1.14006, -2.69642], [-4.55068, 1.54030, -0.13750], [-3.12796, 2.33005, -0.78797], [4.25779, -0.20627, 2.13558], [5.14452, 0.42439, 1.32554], [6.45584, 0.57155, 1.75879], [7.39676, 1.16881, 0.93454], [7.04478, 1.62250, -0.33261], [5.72995, 1.49334, -0.75187], [4.76911, 0.91530, 0.06973], [3.33913, 0.82080, -0.40009], [2.67135, -0.28366, 0.05148], [2.58753, 2.07915, 0.04166], [1.49658, 1.86277, 0.76361], [0.94410, 2.73293, 1.51462], [-0.17108, 2.33405, 2.37654], [-0.03938, 0.52838, 3.01793], [-1.18838, 3.07558, 2.79505], [-1.56575, 4.39705, 2.25621], [-1.31561, 4.76120, 0.92797], [-1.75106, 5.98048, 0.43073], [-2.45369, 6.85559, 1.24953], [-2.72125, 6.49767, 2.56405], [-2.28573, 5.27991, 3.05993], [3.45885, -0.37229, 1.58838], [6.71866, 0.19950, 2.74328], [8.41954, 1.26733, 1.27796], [7.78776, 2.06161, -0.98636], [5.44078, 1.83378, -1.74346], [3.36718, 0.87331, -1.49671], [3.15711, 2.88275, 0.27303], [1.32213, 3.75058, 1.60342], [-1.83680, 2.67263, 3.56509], [-0.80216, 4.06461, 0.27672], [-1.54918, 6.24604, -0.60099], [-2.78684, 7.81170, 0.86595], [-3.28139, 7.16992, 3.20258], [-2.49861, 5.01278, 4.08988], [3.64334, 1.54112, -5.51345], [2.73454, 1.81731, -4.86511], [1.61142, 2.13514, -4.01769], [0.85307, 3.28618, -4.18163], [-0.20699, 3.49906, -3.31631], [-0.45013, 2.57707, -2.31557], [0.28134, 1.47244, -2.14435], [1.28109, 1.25801, -2.99473], [1.08652, 3.98683, -4.97235], [-0.83951, 4.37167, -3.41621], [-1.27422, 2.71845, -1.62672], [1.85019, 0.34563, -2.88129], [0.62259, -8.24816, -0.43784], [0.81860, -6.96792, -0.77979], [1.32274, -6.09630, 0.16527], [1.51985, -4.77099, -0.19572], [1.23363, -4.33347, -1.48965], [0.70940, -5.23739, -2.41306], [0.49878, -6.56543, -2.06047], [1.56213, -2.27919, -1.96799], [3.68848, -2.26352, -1.99427], [4.37962, -1.84349, -3.12655], [5.76303, -1.69118, -3.09183], [6.42456, -1.95200, -1.91188], [7.75373, -1.78865, -1.86493], [5.76612, -2.37129, -0.76962], [4.39164, -2.52267, -0.81704], [1.23436, -2.37200, -4.07193], [1.92787, -3.28855, -4.86710], [1.69920, -3.35706, -6.23230], [0.77679, -2.49391, -6.79292], [0.55020, -2.55944, -8.10978], [0.07952, -1.56913, -6.04288], [0.31242, -1.51736, -4.67387], [1.55171, -6.45623, 1.16052], [1.88988, -4.07760, 0.55176], [0.46084, -4.91466, -3.41728], [0.09665, -7.28374, -2.76412], [3.85253, -1.62328, -4.04821], [6.31931, -1.36464, -3.96218], [6.32546, -2.54924, 0.14094], [3.87165, -2.81400, 0.08734], [2.65619, -3.95774, -4.41944], [2.22317, -4.06503, -6.86246], [-0.63098, -0.90982, -6.52619], [-0.24643, -0.80922, -4.08151]],
  "forces_ev_per_angstrom": [[-0.63, -0.07, -0.17], [0.19, -0.01, -0.01], [0.05, 0.29, -0.20], [0.19, 0.15, 0.09], [0.00, 0.24, -0.03], [0.12, 0.09, 0.00], [0.04, -0.05, -0.04], [0.25, -0.01, 0.06], [0.18, -0.16, -0.02], [-0.07, -0.07, 0.01], [-0.09, -0.10, -0.01], [-0.02, -0.02, 0.05], [-0.02, 0.00, 0.11], [-0.06, -0.02, 0.04], [0.06, -0.08, -0.06], [0.02, -0.06, -0.03], [-0.07, -0.04, -0.02], [-0.07, -0.14, 0.05], [-0.08, 0.05, -0.01], [-0.13, 0.03, 0.02], [-0.04, 0.08, -0.04], [-0.13, 0.07, -0.07], [0.05, 0.09, 0.02], [-0.09, -0.01, 0.02], [0.10, -0.03, 0.07], [-0.02, 0.00, -0.05], [0.05, 0.01, 0.02], [0.00, 0.01, 0.00], [-0.04, -0.02, 0.07], [-0.09, 0.01, 0.23], [0.02, 0.14, -0.06], [-0.09, -0.19, -0.24], [-0.01, 0.08, -0.07], [-0.09, 0.04, 0.09], [0.35, -0.10, -0.03], [0.03, 0.04, 0.09], [-0.19, 0.30, 0.02], [0.03, -0.09, -0.07], [-0.04, -0.07, 0.08], [0.01, -0.01, 0.02], [0.08, -0.02, -0.01], [-0.04, 0.08, -0.01], [-0.01, 0.01, 0.13], [0.01, -0.01, -0.04], [0.00, 0.02, -0.09], [-0.04, -0.01, -0.01], [-0.04, -0.01, 0.04], [0.01, -0.03, 0.05], [-0.03, -0.02, -0.09], [0.05, 0.04, 0.16], [0.01, 0.01, 0.04], [-0.01, 0.02, -0.06], [0.02, 0.03, -0.02], [0.00, 0.00, 0.06], [-0.02, -0.05, 0.01], [0.05, -0.03, -0.01], [-0.01, -0.01, -0.07], [-0.20, 0.04, 0.13], [0.03, 0.00, -0.02], [0.14, 0.00, -0.15], [0.01, 0.04, -0.07], [-0.02, 0.10, -0.06], [-0.04, -0.12, 0.12], [0.24, -0.20, 0.08], [-0.11, 0.00, 0.06], [-0.01, 0.00, 0.02], [0.04, -0.04, 0.02], [0.07, 0.02, 0.04], [0.06, 0.01, 0.05], [-0.01, -0.05, 0.02], [0.00, 0.03, -0.01], [0.06, 0.08, 0.10], [-0.07, -0.06, -0.08], [-0.09, 0.07, 0.04], [0.02, -0.03, 0.11], [-0.03, 0.06, -0.13], [0.19, -0.41, -0.36], [-0.06, 0.13, -0.03], [0.03, 0.02, 0.10], [-0.04, 0.06, -0.12], [-0.04, -0.02, 0.01], [0.06, 0.00, 0.00], [-0.02, -0.07, 0.09], [0.05, 0.00, -0.09], [-0.05, -0.01, 0.09], [-0.02, 0.02, 0.01], [0.10, -0.11, 0.03], [-0.02, 0.05, 0.05], [0.00, 0.00, -0.07], [-0.06, 0.06, 0.04], [0.12, -0.17, -0.14], [-0.02, 0.01, -0.04], [0.03, -0.03, 0.00], [0.01, -0.03, 0.03], [0.03, 0.03, 0.03], [0.05, 0.01, 0.02], [-0.03, -0.01, 0.05], [-0.02, 0.01, -0.06], [0.02, 0.02, -0.01], [-0.04, 0.03, -0.04], [-0.02, 0.04, 0.03], [0.02, -0.05, 0.02], [-0.08, 0.09, 0.07]],
  "lowdin_charge": [1.26, -0.47, -0.52, 0.74, -0.50, -0.49, 0.80, -0.49, -0.51, 0.77, 0.09, 0.06, 0.09, 0.05, 0.09, 0.04, 0.06, 0.08, 0.07, 0.07, 0.09, 0.04, 0.05, -0.28, -0.01, -0.07, -0.09, -0.04, -0.13, -0.43, -0.43, 0.04, -0.11, -0.21, -0.67, 0.76, -0.13, -0.21, -0.05, -0.07, -0.07, -0.07, -0.03, 0.06, 0.12, 0.11, 0.10, 0.12, 0.10, 0.15, 0.14, 0.11, 0.08, 0.10, 0.11, 0.11, 0.12, 0.19, -0.16, -0.18, 0.02, -0.02, -0.13, 0.02, -0.14, 0.13, 0.12, 0.08, 0.06, 0.08, -0.28, 0.01, -0.13, -0.40, -0.12, 0.01, 1.49, -0.37, -0.12, 0.01, -0.28, 0.08, 0.01, -0.12, -0.39, -0.13, 0.01, -0.28, 0.08, 0.01, -0.14, 0.13, 0.09, 0.09, 0.13, 0.09, 0.13, 0.13, 0.10, 0.12, 0.13, 0.12, 0.03],
  "total_charge": 1,
  "gap_ev": 7.169,
  "e_lumo_ha": -0.105,
  "e_above_lowest_kcal_mol": 27.2,
  "homo_energy_ha": -0.3685
}